DFT (the ωB97M-V functional and the def2-TZVPD basis) results for a 2-piece molecular cluster, C5H8BrNO2S overall.

Each line ends with the Löwdin charge.
Element x y z (Å)
C1 0.51 -0.44 1.00  -0.2468
C2 1.11 -2.71 -1.12  -0.0853
C3 -1.99 2.47 0.83  -0.1269
C4 1.86 -1.64 -1.40  -0.0840
C5 -0.50 -0.02 0.21  -0.8863
N1 1.02 -0.81 2.05  0.2091
O1 0.74 2.35 0.34  -0.3405
O2 -0.81 1.93 -1.59  -0.3533
S1 -0.51 1.81 -0.17  0.6132
Br1 -2.03 -0.85 -0.18  0.8738
H1 -0.02 -2.61 -1.20  0.0323
H2 1.96 -1.21 2.03  0.0934
H3 1.49 -3.63 -0.60  0.0643
H4 -2.65 3.07 0.16  0.0660
H5 -2.60 1.54 1.08  0.0313
H6 -1.81 3.05 1.75  0.0592
H7 2.90 -1.48 -1.38  0.0415
H8 1.32 -0.82 -1.83  0.0389

## Properties
- Molecular weight: 226.095 g mol⁻¹
- DFT total energy: -3372.60662 hartree
- Lowest unoccupied orbital energy: 0.0 eV
- Net charge: 0
- Relative energy (zero: lowest compared OMol25 entry of this formula, charge and spin): 17.61 kcal/mol
- SMILES: CS(=O)(=O)C(Br)=C=N.C=C
- Kohn-Sham gap: 9.10 eV

DFT (the ωB97M-V functional and the def2-TZVPD basis) results for one molecule with the formula C9H9ClO.

Each line ends with the Löwdin spin population.
Element x y z (Å)
C1 -0.96 -2.23 -0.39  0.0832
C2 -1.79 -1.42 -1.22  -0.0059
C3 -0.05 -1.59 0.32  -0.0034
C4 -1.86 -0.07 -1.07  0.0795
C5 0.05 -0.19 0.31  0.0976
C6 -0.91 0.67 -0.25  0.1355
C7 1.29 0.52 0.91  0.0315
C8 2.24 1.00 -0.21  0.0231
C9 -0.65 2.09 -0.47  1.1448
O1 -1.52 3.00 -0.29  0.3483
Cl1 3.37 -0.23 -0.95  0.0046
H1 -0.70 -3.21 -0.66  0.0056
H2 -2.19 -1.90 -2.14  -0.0003
H3 0.58 -2.06 0.96  -0.0027
H4 -2.73 0.47 -1.51  0.0016
H5 1.13 1.38 1.52  0.0115
H6 1.77 -0.28 1.49  0.0015
H7 1.64 1.30 -0.98  0.0160
H8 2.82 1.82 0.39  0.0006
H9 -2.44 2.84 -0.13  0.0275

## Properties
- Molecular weight: 168.623 g mol⁻¹
- DFT total energy: -883.57610 hartree
- Lowest unoccupied orbital energy (spin up / spin down): 0.5 / -1.0 eV
- Net charge: 0
- Relative energy (zero: lowest compared OMol25 entry of this formula, charge and spin): 0.00 kcal/mol
- Multiplicity: 3
- Kohn-Sham gap (spin up / spin down): 7.29 / 8.12 eV
- <S²>: 2.026

DFT (the ωB97M-V functional and the def2-TZVPD basis) results for C40H36BrLuN3O2S2Sb as an isolated structure.

Each line ends with the Löwdin charge.
Element x y z (Å)
Lu1 -0.29 -0.63 1.34  1.2570
C1 2.53 1.00 0.40  -0.0959
N1 2.02 0.46 1.69  -0.2317
C2 2.89 -0.71 2.05  -0.1549
C3 2.26 -1.60 3.09  -0.1756
N2 1.11 -2.36 2.53  -0.2413
C4 0.26 -2.93 3.62  -0.0807
C5 1.63 -3.45 1.68  -0.2767
C6 2.30 -4.51 2.28  -0.0506
C7 2.83 -5.55 1.55  -0.0899
C8 2.65 -5.57 0.18  -0.0905
C9 2.00 -4.52 -0.43  -0.1228
C10 1.53 -3.41 0.28  -0.6076
S1 0.83 -2.09 -0.60  0.5673
C11 2.08 1.47 2.74  -0.3097
C12 3.15 2.36 2.77  -0.0432
C13 3.23 3.36 3.71  -0.0965
C14 2.23 3.49 4.67  -0.0876
C15 1.16 2.59 4.66  -0.1188
C16 1.08 1.56 3.71  -0.6312
S2 -0.30 0.48 3.79  0.6037
H1 3.60 1.21 0.47  0.0905
H2 1.99 1.90 0.12  0.0656
H3 2.38 0.25 -0.37  0.0357
H4 3.85 -0.34 2.41  0.1353
H5 3.07 -1.25 1.13  0.1050
H6 1.88 -1.00 3.90  0.0825
H7 2.99 -2.31 3.47  0.1252
H8 0.80 -3.66 4.25  0.0889
H9 -0.63 -3.36 3.21  0.0827
H10 0.00 -2.08 4.26  0.0302
H11 2.41 -4.53 3.38  0.1163
H12 3.32 -6.35 2.08  0.0983
H13 2.99 -6.40 -0.42  0.1013
H14 1.94 -4.52 -1.52  0.1013
H15 3.95 2.29 2.03  0.1071
H16 4.08 4.02 3.69  0.0986
H17 2.24 4.29 5.41  0.1035
H18 0.36 2.72 5.37  0.0941
Br1 -0.77 2.84 0.92  0.8818
C17 -2.34 2.01 1.56  -0.7655
C18 -3.37 2.75 2.06  -0.0941
C19 -4.46 2.06 2.58  -0.0256
C20 -4.48 0.68 2.52  0.0268
C21 -3.38 0.03 1.99  -0.1855
N3 -2.31 0.69 1.53  -0.1191
C22 -3.22 -1.48 2.00  -0.6107
O1 -4.19 -2.16 2.29  0.0884
O2 -2.05 -1.86 1.69  -0.2017
H19 -3.34 3.83 2.03  0.1113
H20 -5.29 2.62 2.99  0.1194
H21 -5.29 0.10 2.91  0.1225
C23 2.82 2.28 -3.41  -0.0934
C24 2.69 0.90 -3.38  -0.0781
C25 1.53 0.33 -2.89  -0.1785
C26 0.50 1.13 -2.42  -0.4036
C27 0.66 2.51 -2.39  -0.1719
C28 1.80 3.09 -2.93  -0.0846
Sb1 -1.31 0.24 -1.70  1.4713
C29 -2.60 1.77 -2.39  -0.3799
C30 -3.62 2.29 -1.60  -0.1335
C31 -4.41 3.31 -2.10  -0.0782
C32 -4.17 3.82 -3.38  -0.0769
C33 -3.11 3.33 -4.15  -0.0709
C34 -2.34 2.29 -3.65  -0.1312
C35 -1.43 -1.19 -3.24  -0.3931
C36 -1.85 -2.50 -2.99  -0.1418
C37 -1.78 -3.43 -4.01  -0.0798
C38 -1.24 -3.06 -5.25  -0.0760
C39 -0.82 -1.75 -5.48  -0.0842
C40 -0.93 -0.81 -4.49  -0.1468
H22 3.70 2.72 -3.84  0.1016
H23 3.48 0.28 -3.81  0.1096
H24 1.43 -0.76 -2.86  0.0603
H25 -0.16 3.13 -2.04  0.0700
H26 1.89 4.18 -2.94  0.1103
H27 -3.81 1.86 -0.63  0.0741
H28 -5.24 3.72 -1.53  0.1042
H29 -4.77 4.61 -3.78  0.0959
H30 -2.93 3.74 -5.12  0.1016
H31 -1.52 1.90 -4.23  0.0813
H32 -2.19 -2.79 -1.99  0.1042
H33 -2.07 -4.46 -3.87  0.1003
H34 -1.18 -3.78 -6.06  0.1011
H35 -0.39 -1.49 -6.44  0.1024
H36 -0.54 0.17 -4.67  0.0813

## Properties
- Molecular weight: 1031.512 g mol⁻¹
- DFT total energy: -6706.94972 hartree
- Lowest unoccupied orbital energy: -0.1 eV
- Net charge: 0
- Relative energy (zero: lowest compared OMol25 entry of this formula, charge and spin): 0.00 kcal/mol
- Kohn-Sham gap: 7.38 eV